1.
A 2-piece molecular cluster, C4H14N3 overall. Source: the OMol25 dataset; level of theory: ωB97M-V/def2-TZVPD.

Properties
Kohn-Sham gap ... 11.31 eV
HOMO ... -14.64 eV
Multiplicity ... 1
Charge ... +1
Energy above the lowest of the compared OMol25 structures with the same formula, charge and spin ... 15.8 kcal/mol

Geometry (Å):
H: -3.91 -0.29 -1.25
H: -1.89 -1.54 0.54
H: 1.23 2.16 1.53
H: 2.02 -0.65 1.27
H: 0.92 -1.82 -0.41
H: 1.67 0.92 2.80
C: -2.91 -1.19 0.44
H: 1.44 1.15 -2.12
N: 1.17 -1.04 -1.01
H: 0.00 1.03 2.11
H: 1.47 2.13 -0.75
H: -3.59 -2.02 0.24
C: -2.90 -0.31 -0.85
H: 1.28 -1.19 -1.98
H: -3.33 -0.69 1.30
N: 1.46 0.12 0.95
C: 1.06 1.17 1.94
N: 1.43 1.21 -1.12
H: -2.21 -0.71 -1.57
C: 1.27 0.13 -0.36
H: -2.66 0.74 -0.66

=====

2.
A 2-piece molecular cluster, C16H22ClN5O5S2 overall. Source: the OMol25 dataset; level of theory: ωB97M-V/def2-TZVPD.

Properties
Kohn-Sham gap ... 8.17 eV
HOMO ... -7.94 eV
Multiplicity ... 1
Energy above the lowest of the compared OMol25 structures with the same formula, charge and spin ... 0.0 kcal/mol

Geometry (Å):
H: -3.50 5.57 0.93
C: 1.43 2.93 3.47
H: 0.46 1.25 -1.28
H: -4.84 4.83 0.09
C: -0.60 2.07 2.44
N: 1.80 -0.37 -4.42
C: 1.48 -0.08 -3.16
N: 1.30 -1.58 -1.20
H: -1.11 0.28 -2.71
C: 0.20 3.15 2.85
O: -0.28 0.75 -0.91
H: 0.20 -1.81 -2.99
C: 0.55 -3.92 -1.51
H: -2.02 -1.89 -1.87
C: 1.46 -1.58 -5.18
C: -0.11 0.76 2.65
H: 0.70 -4.86 -0.99
O: 1.65 -3.07 0.41
S: 1.74 -1.13 3.60
H: 1.01 -3.98 -2.49
N: 0.66 -2.16 2.89
H: -1.32 -1.54 -0.27
H: 1.11 -2.45 2.02
N: -4.14 4.80 0.83
C: 1.21 -2.82 -0.70
C: 1.13 0.54 3.28
H: 2.04 3.77 3.79
O: 3.01 -1.43 2.95
C: -3.57 3.59 1.07
Cl: 3.44 1.42 4.49
C: -1.91 2.32 1.80
C: 1.90 1.63 3.69
H: 0.62 -2.94 3.53
H: 1.80 -0.92 -0.61
C: 0.57 -1.01 -2.34
C: -0.66 -0.22 -1.85
N: -2.40 3.62 1.63
H: 0.38 -1.63 -5.35
H: -2.56 0.28 1.38
H: 2.40 0.31 -4.87
H: 1.97 -1.55 -6.15
H: 1.79 -2.47 -4.64
O: 1.71 -1.51 5.02
H: -2.58 -0.49 -0.94
C: -2.76 1.34 1.34
H: -0.51 -3.72 -1.60
O: 1.91 0.95 -2.65
H: -0.70 -0.10 2.34
H: -0.14 4.17 2.70
S: -4.22 2.02 0.66
C: -1.71 -1.10 -1.18

=====

3.
C38H82NNbO22P as an isolated structure. Source: the OMol25 dataset; level of theory: ωB97M-V/def2-TZVPD.

Properties
Kohn-Sham gap ... 5.54 eV
HOMO ... -3.80 eV
Multiplicity ... 1
Charge ... -1

Geometry (Å):
H: 3.92 -0.66 5.46
C: 2.21 -2.49 2.50
H: -1.95 5.42 -4.52
H: 1.26 -5.06 -5.81
H: -0.20 -2.62 -0.07
O: 7.49 -5.06 -0.07
H: 3.66 -2.62 1.02
C: 1.52 -0.33 -7.14
H: -1.69 2.08 2.00
C: -1.31 2.89 -8.65
C: 2.92 -2.22 -11.16
O: -1.79 4.51 8.56
H: 5.15 -3.29 11.95
H: -0.76 1.29 4.42
C: -9.95 5.93 -4.41
H: 9.03 -7.08 -0.20
O: 1.91 -1.47 -7.91
H: -10.54 6.70 -4.91
O: -2.95 4.64 6.62
O: -6.98 5.74 -5.23
H: -4.39 -1.64 2.23
C: 0.38 -2.79 4.17
H: -8.90 4.10 -4.93
C: 7.38 -5.37 -1.23
H: -2.45 1.56 3.75
C: 1.22 -4.23 -5.10
O: 0.08 -3.93 -2.25
C: -2.13 3.86 -6.68
N: 3.05 -3.24 1.54
H: -2.13 3.34 -9.21
H: -4.23 5.09 8.19
H: 4.49 -1.48 -12.43
H: -4.76 5.54 6.58
H: -0.10 4.67 -8.50
C: -3.90 5.51 7.24
C: 0.03 3.02 7.35
C: -0.01 3.64 -8.85
O: 5.14 -1.01 9.46
H: 6.85 -2.64 -0.64
O: -1.65 2.76 -7.27
H: -2.49 6.92 8.09
H: 4.15 -0.45 -11.04
H: -5.20 -2.71 3.38
O: 3.18 -1.95 8.85
H: 0.42 -0.97 -0.03
H: 2.10 -1.76 -11.71
C: -5.20 -1.70 2.95
H: 9.87 -7.35 -1.74
H: -1.42 0.74 0.60
C: -1.95 4.22 7.40
H: -3.65 5.19 -5.05
C: 6.03 -2.66 -1.37
H: 3.02 -3.24 -11.53
H: -6.18 -1.51 2.49
H: -6.07 -1.48 6.17
H: 0.39 -1.74 3.85
H: 6.22 -3.21 10.54
O: -1.15 3.45 6.67
C: -6.15 -0.55 5.58
H: -5.41 7.21 -8.23
H: -0.49 -3.59 6.04
H: 5.07 -4.44 -0.58
H: -5.80 7.80 -6.61
H: 4.64 -4.02 -2.24
H: -3.22 -2.32 6.16
H: -7.17 -0.53 5.17
O: 1.97 -0.15 -9.74
H: -3.00 7.30 6.46
H: 5.26 -1.97 -1.03
H: 0.65 0.16 -7.59
C: -9.51 4.87 -5.40
H: -10.54 5.48 -3.61
H: -5.07 6.18 -6.83
H: -0.22 2.52 8.29
C: -2.77 4.71 -4.62
H: 0.27 3.66 -9.90
H: -4.11 7.58 7.81
H: 6.44 -2.30 -2.31
C: 5.46 -4.05 -1.52
O: 0.09 0.87 2.16
H: 10.00 -5.77 -0.94
O: 6.43 -4.97 -2.07
H: 3.66 -2.27 6.15
C: 0.16 -2.77 5.73
H: -3.03 4.33 -3.63
H: 3.13 -4.67 -4.24
O: 2.59 -2.33 -9.77
H: 1.25 -0.68 -6.15
O: 8.21 -6.18 -1.90
H: 0.28 -0.56 5.98
O: -8.81 5.44 -6.52
H: -0.45 -3.32 3.71
H: 2.45 -3.74 0.91
C: 2.13 -1.21 -9.20
O: -7.07 6.36 -7.40
H: 5.03 -1.95 -10.80
C: 1.06 -3.24 -2.24
H: -2.91 0.25 6.55
H: 1.57 -4.37 3.28
H: 5.67 -0.93 11.41
C: 9.34 -6.61 -1.14
H: 4.51 -3.54 10.32
H: -0.62 -1.40 7.22
C: 5.22 -2.97 10.91
Nb: -2.48 -0.93 5.19
H: 2.66 -1.55 2.83
C: 0.13 -1.78 -0.68
C: -1.66 0.84 3.99
H: 1.53 -3.31 -5.59
H: 0.79 3.18 -8.27
H: 2.35 0.37 -7.06
O: 1.25 -2.16 -1.49
H: 1.15 -2.86 6.20
C: 1.77 -3.38 3.69
H: 0.53 2.31 6.70
H: 2.58 -0.92 6.58
O: 4.51 -0.85 7.40
C: 4.22 -1.48 -11.38
H: -0.68 -1.44 -1.32
H: 1.80 -5.43 -3.38
H: -10.39 4.38 -5.82
C: 4.17 -1.33 8.59
C: -5.76 6.91 -7.24
H: -1.36 -0.73 2.37
P: -4.83 -0.43 4.27
H: 0.18 -4.10 -4.79
O: -2.35 3.59 -5.40
C: 3.61 -1.20 6.35
H: 0.69 3.86 7.54
H: -1.19 1.87 -9.03
C: -0.46 -1.36 6.13
C: 4.95 -1.48 10.80
C: 2.11 -4.52 -3.90
C: -3.34 6.91 7.41
C: -1.13 0.30 2.62
C: -1.11 1.36 1.44
H: 2.52 -3.37 4.49
H: -2.28 -2.11 3.81
H: 3.95 -1.23 11.15
H: -9.09 6.42 -3.96
O: 2.15 -3.41 -3.00
H: 1.29 -2.21 1.97
O: -2.30 4.93 -7.22
C: -7.56 5.83 -6.28
H: -6.06 0.33 6.23

=====

4.
CH2NO2P as an isolated structure. Source: the OMol25 dataset; level of theory: ωB97M-V/def2-TZVPD.

Properties
Kohn-Sham gap (alpha / beta) ... 7.31 / 8.19 eV
HOMO (alpha / beta) ... -9.20 / -10.09 eV
Multiplicity ... 1
Energy above the lowest of the compared OMol25 structures with the same formula, charge and spin ... 82.9 kcal/mol

Geometry (Å):
O: 0.43 -0.79 1.34
C: 0.45 0.00 -1.00
H: -1.32 0.96 1.64
O: 1.43 -0.24 -0.28
P: -0.89 -0.16 0.99
N: -0.91 0.02 -0.68
H: 0.81 0.21 -2.01

=====

5.
A 9-piece molecular cluster, C36H97N7O11 overall. Source: the OMol25 dataset; level of theory: ωB97M-V/def2-TZVPD.

Properties
Kohn-Sham gap ... 9.16 eV
HOMO ... -8.64 eV
Multiplicity ... 1
Energy above the lowest of the compared OMol25 structures with the same formula, charge and spin ... 0.0 kcal/mol

Geometry (Å):
H: -3.69 -2.37 1.51
C: -7.04 -1.70 -0.07
H: -0.82 2.03 -4.17
C: 1.41 -3.05 -1.49
O: 4.54 -0.59 0.43
H: -7.66 -1.21 0.71
H: 1.16 3.64 -3.02
C: -0.15 1.14 -0.82
H: 6.12 -2.61 1.15
C: 0.68 5.44 -4.08
H: -1.45 -0.31 -2.66
C: -3.01 3.82 -1.04
O: -6.02 -3.50 3.39
H: 1.88 -3.47 -2.38
O: 0.00 -0.14 -1.41
H: 6.07 -4.84 0.35
N: 1.55 -5.57 1.88
H: -2.39 -0.26 -5.37
C: 5.71 -4.07 -0.34
H: 4.74 7.50 1.27
H: 0.24 -5.23 -0.46
H: 6.55 -3.85 -1.01
H: 6.13 5.43 -0.87
H: -4.25 -4.69 1.54
H: 0.93 -0.48 4.59
H: 1.79 1.87 -1.40
H: -0.60 1.83 -1.54
H: -3.95 0.53 -1.09
H: -0.73 4.07 3.21
O: 1.77 -3.87 -0.40
H: -2.61 1.86 -3.85
H: 1.70 5.85 -4.05
H: 0.39 3.71 1.90
H: 6.66 5.90 0.77
H: -4.70 1.62 0.16
O: 2.24 -1.70 3.55
H: 1.70 -8.13 1.15
H: 1.78 1.13 0.20
O: 6.20 3.88 0.49
O: 0.64 -0.19 -4.03
C: 5.97 5.25 0.21
H: -8.07 -3.56 3.23
C: -1.64 0.07 -4.63
H: 3.02 -6.00 0.49
H: 7.68 2.61 1.03
H: -2.75 2.77 -0.91
N: 4.15 -3.21 1.30
H: 1.87 -1.84 -4.35
C: 0.48 4.49 -2.93
H: -3.20 -2.43 3.23
C: -4.25 0.65 -0.05
H: 2.03 0.33 3.46
C: 3.50 -1.40 4.11
H: -0.31 -1.37 -5.49
H: -1.91 2.03 -5.48
C: 4.56 5.57 0.61
C: -2.08 4.62 1.19
C: -3.29 4.53 0.27
C: 0.34 -0.62 2.54
O: -0.26 6.52 -3.95
C: -0.54 3.38 2.37
H: -4.54 5.82 -0.67
C: -3.40 -4.79 2.22
H: 0.53 -5.52 1.93
H: 0.80 -0.78 1.56
H: -4.14 6.33 0.80
C: -1.78 -1.53 1.91
H: 3.81 -2.43 1.85
H: 0.04 0.26 -5.97
N: -3.75 5.92 -0.04
H: -4.94 -3.17 5.05
H: 1.72 -2.02 -1.31
H: -7.75 -1.95 -0.87
H: -0.54 4.12 -2.85
H: -2.99 -5.80 2.13
H: 4.48 5.31 1.68
C: 3.57 4.78 -0.19
H: 0.57 4.95 -5.05
C: 5.31 -2.84 0.45
H: -0.22 -2.55 2.70
H: 5.94 -1.28 -0.91
H: -5.49 -2.64 0.81
H: -5.62 -1.05 -1.58
H: -0.36 2.38 2.78
H: -6.60 0.23 -0.94
O: -2.39 -3.85 1.98
H: -6.68 -4.69 1.37
H: 4.88 -4.45 -0.94
H: -7.29 -2.04 2.68
C: 1.40 -0.56 3.60
H: 3.74 4.91 -1.26
H: 3.68 3.73 0.11
H: 8.22 4.26 0.88
C: -1.77 1.60 -4.48
C: 4.13 0.52 -0.30
N: -2.10 -0.60 -3.40
H: 0.10 7.29 -4.39
N: -0.66 -1.64 2.84
C: -2.86 -2.54 2.20
C: -0.27 -0.34 -5.10
H: 1.14 2.74 -0.03
C: -5.93 -2.93 4.67
C: 1.93 -6.05 0.52
H: -1.49 -1.58 0.84
H: 0.41 -0.03 -2.28
H: 0.29 -7.43 0.33
H: -1.31 5.24 0.70
H: 4.17 -2.20 3.79
H: -4.12 4.03 0.79
O: -1.61 3.32 1.50
H: -2.36 5.12 2.13
C: 1.34 -5.19 -0.57
H: -0.20 0.33 2.51
H: -3.93 3.83 -1.64
H: 0.75 4.99 -1.99
H: 3.33 7.22 0.61
N: 4.31 7.02 0.48
C: -7.14 -3.70 1.31
H: -6.13 -1.85 4.64
H: 1.69 -7.92 -0.58
H: 2.25 -0.38 -5.29
H: 4.99 1.04 -0.76
O: -5.09 -0.39 0.34
H: -2.23 4.39 -1.54
H: 2.54 5.01 0.10
H: -1.97 -1.61 -3.41
C: -7.20 -3.13 2.72
H: -3.38 0.60 0.61
H: 2.62 -0.44 -3.56
C: 5.02 -1.63 -0.40
H: 3.48 0.23 -1.15
H: -3.80 -4.72 3.24
H: -0.76 1.04 0.07
N: -6.36 -2.91 0.36
H: 1.88 -4.61 1.98
H: 0.32 -2.98 -1.60
C: 1.20 1.75 -0.49
H: 3.42 -1.39 5.20
H: 4.30 -1.84 -1.22
C: 1.90 -0.75 -4.32
C: 1.38 -7.45 0.36
H: 3.61 1.19 0.38
C: 7.55 3.51 0.44
H: 1.56 -5.61 -1.56
H: 7.90 3.33 -0.59
H: -2.23 -0.54 2.06
H: -6.67 -3.37 5.35
H: 3.38 -3.43 0.68
C: -6.07 -0.70 -0.64
H: -8.15 -3.88 0.92
H: 3.89 -0.45 3.74

=====

6.
An isolated molecule of C2H4N4O. Source: the OMol25 dataset; level of theory: ωB97M-V/def2-TZVPD.

Properties
Kohn-Sham gap ... 10.11 eV
HOMO ... -9.31 eV
Multiplicity ... 1
Energy above the lowest of the compared OMol25 structures with the same formula, charge and spin ... 62.2 kcal/mol

Geometry (Å):
N: -1.81 0.12 0.20
C: -0.65 0.83 -0.08
H: 2.14 -0.39 -0.90
N: 0.16 -0.23 -0.18
H: 1.92 -1.10 0.82
C: 1.67 -0.15 0.12
H: -2.68 0.52 0.07
N: -0.44 -1.42 -0.19
O: -0.55 2.06 -0.14
H: 1.95 0.84 0.33
N: -1.72 -1.09 -0.07

=====

Number 1: DFT total energy -324.83964 Ha, F_max 2.39 eV/Å. Number 2: DFT total energy -2529.47643 Ha, F_max 3.58 eV/Å. Number 3: DFT total energy -3605.25386 Ha, F_max 4.45 eV/Å. Number 4: DFT total energy -585.78224 Ha, F_max 3.70 eV/Å. Number 5: DFT total energy -2640.55436 Ha, F_max 1.47 eV/Å. Number 6: DFT total energy -372.80118 Ha, F_max 7.11 eV/Å.